No. 1
{"formula": "C27H32N2OPtS5Si", "method": "ωB97M-V/def2-TZVPD", "species": ["Pt", "C", "C", "S", "C", "C", "S", "H", "H", "H", "H", "H", "H", "C", "N", "C", "S", "N", "C", "H", "H", "H", "H", "H", "H", "H", "H", "C", "O", "C", "S", "S", "H", "H", "H", "C", "C", "C", "C", "C", "C", "Si", "C", "C", "C", "C", "C", "C", "C", "C", "C", "C", "C", "C", "H", "H", "H", "H", "H", "H", "H", "H", "H", "H", "H", "H", "H", "H", "H"], "xyz": [[-0.23237, 0.61749, 1.24862], [1.67738, 0.56063, 5.59965], [1.32437, 0.31123, 4.15009], [-0.34423, 0.66128, 3.70430], [2.24322, -0.17299, 3.30183], [3.64339, -0.47962, 3.78559], [1.95516, -0.50805, 1.60309], [0.81686, 0.95786, 6.13629], [2.49523, 1.28493, 5.69481], [2.00404, -0.35644, 6.10976], [3.64367, -1.16220, 4.64580], [4.16316, 0.43221, 4.10362], [4.22969, -0.93368, 2.98727], [1.49034, -4.20595, 1.41436], [0.08524, -3.82172, 1.27828], [-0.52967, -2.81291, 1.96492], [-1.74951, -1.93439, 1.18663], [-0.22942, -2.53191, 3.23040], [0.82646, -3.09760, 4.04234], [1.75139, -4.77690, 0.52462], [1.65441, -4.84950, 2.27856], [2.13988, -3.32963, 1.47611], [-0.23348, -3.79333, 0.32073], [-0.53472, -1.58898, 3.50355], [0.75342, -4.18610, 4.07037], [0.68770, -2.72071, 5.05540], [1.81888, -2.79212, 3.70203], [-4.37573, 3.06260, 0.07745], [-3.11491, 2.62736, 0.56405], [-2.12402, 3.52602, 0.68605], [-2.35406, 5.16365, 0.38469], [-0.62094, 2.90192, 1.15274], [-5.00027, 2.17263, 0.06876], [-4.28000, 3.46373, -0.93241], [-4.79703, 3.83413, 0.72225], [-4.48525, 1.14698, -3.15609], [-3.38583, 1.82706, -3.65871], [-2.14542, 1.70264, -3.03798], [-1.96333, 0.91864, -1.89647], [-3.09307, 0.25908, -1.40091], [-4.32937, 0.35757, -2.02190], [-0.24585, 0.61258, -1.06498], [0.24997, -1.02512, -1.96428], [1.19094, -1.91474, -1.44038], [1.59043, -3.05160, -2.13622], [1.04222, -3.34363, -3.37789], [0.09580, -2.48134, -3.91635], [-0.28484, -1.34094, -3.21875], [0.90147, 1.87064, -1.95372], [2.11964, 1.46212, -2.50460], [2.99868, 2.36208, -3.09672], [2.67577, 3.71007, -3.15851], [1.47231, 4.14443, -2.61701], [0.60423, 3.23846, -2.02157], [-5.45387, 1.23661, -3.63591], [-3.48815, 2.45365, -4.53851], [-1.29846, 2.23136, -3.46087], [-2.99808, -0.34122, -0.50382], [-5.18018, -0.17455, -1.60882], [1.62637, -1.71489, -0.46664], [2.33903, -3.70904, -1.70611], [1.34839, -4.23264, -3.91898], [-0.34751, -2.69554, -4.88314], [-1.02517, -0.68390, -3.66062], [2.39443, 0.41363, -2.46572], [3.93903, 2.00759, -3.50573], [3.35801, 4.41747, -3.61783], [1.20937, 5.19611, -2.63876], [-0.31520, 3.61745, -1.58813]], "de_lowest_kj_mol": 19.1, "total_charge": -2, "spin_multiplicity": 1, "e_tot_ev": -98850.8708, "max_force_ev_per_a": 0.8, "orbital_gap_ev": 5.2}


No. 2
{"formula": "C27H32N4O3S", "method": "ωB97M-V/def2-TZVPD", "species": ["C", "H", "O", "C", "C", "C", "C", "C", "C", "H", "H", "C", "C", "C", "O", "C", "C", "O", "H", "C", "H", "H", "C", "N", "C", "H", "C", "N", "C", "H", "C", "N", "C", "S", "N", "C", "C", "C", "C", "C", "C", "H", "H", "H", "H", "H", "H", "C", "C", "H", "H", "H", "H", "H", "H", "H", "H", "H", "H", "H", "H", "H", "H", "H", "H", "H", "H"], "xyz": [[-2.97364, 2.54371, 0.91995], [-2.20722, 2.65358, 0.14709], [-3.97132, 1.62602, 0.53609], [-3.61074, 0.34638, 0.26590], [-4.63199, -0.50091, -0.17011], [-4.36612, -1.81811, -0.46445], [-3.08146, -2.34510, -0.34067], [-2.07664, -1.50024, 0.09940], [-2.32874, -0.17089, 0.40338], [-1.51976, 0.45475, 0.74554], [-1.06934, -1.87095, 0.21778], [-2.86275, -3.79298, -0.71880], [-2.82907, -3.93912, -2.24567], [-1.60845, -3.28924, -2.86487], [-1.65923, -2.72882, -3.94054], [-0.36874, -3.42793, -2.10215], [-0.35145, -3.95194, -0.83325], [0.76085, -4.06915, -0.14089], [1.51600, -3.71839, -0.73150], [-1.59289, -4.41628, -0.13924], [-1.64501, -5.50431, -0.25607], [-1.50008, -4.21387, 0.92985], [0.84503, -2.91387, -2.68798], [1.97675, -3.07732, -2.12818], [3.15409, -2.45059, -2.64594], [3.89846, -3.22195, -2.86619], [3.71118, -1.52605, -1.54916], [2.63484, -0.76461, -0.94911], [2.88569, -0.31546, 0.40177], [3.26362, -1.15163, 0.99370], [1.55005, 0.15783, 0.98297], [1.02014, 1.24348, 0.18940], [0.97412, 2.54384, 0.56362], [0.25981, 3.69016, -0.39655], [1.53793, 2.85158, 1.77114], [1.40103, 4.03321, 2.50723], [0.21773, 4.76342, 2.53492], [0.13277, 5.90309, 3.31258], [1.20822, 6.31915, 4.07872], [2.37846, 5.57896, 4.07225], [2.47557, 4.44194, 3.29404], [3.39148, 3.86562, 3.28944], [3.22136, 5.88848, 4.67235], [1.13450, 7.21137, 4.68160], [-0.78762, 6.46723, 3.32172], [-0.62745, 4.44419, 1.94810], [2.32977, 2.29005, 2.05460], [0.82670, 0.84208, -1.18749], [2.15006, 0.33474, -1.76116], [1.97932, -0.01496, -2.77835], [2.87862, 1.16607, -1.79527], [0.46433, 1.69857, -1.75633], [0.08262, 0.04138, -1.22588], [1.63926, 0.43377, 2.03356], [0.84318, -0.67568, 0.90955], [3.62620, 0.50714, 0.43969], [4.14853, -2.14831, -0.76544], [4.50533, -0.88820, -1.97118], [2.95043, -1.89011, -3.57012], [0.72235, -2.37491, -3.63204], [-2.79832, -5.00063, -2.51113], [-3.71929, -3.50337, -2.70096], [-3.72269, -4.36066, -0.34364], [-5.17175, -2.45699, -0.79709], [-5.62674, -0.09647, -0.26881], [-2.50244, 2.25285, 1.86534], [-3.48546, 3.49537, 1.05293]], "de_lowest_kj_mol": 169.2, "spin_multiplicity": 1, "e_tot_ev": -51456.7550, "max_force_ev_per_a": 0.8, "orbital_gap_ev": 8.5}


No. 3
{"formula": "C27H32N4PdS2Te", "method": "ωB97M-V/def2-TZVPD", "species": ["Pd", "S", "C", "C", "C", "C", "C", "C", "N", "C", "C", "C", "C", "C", "C", "C", "C", "N", "C", "C", "C", "C", "C", "S", "C", "H", "H", "H", "H", "H", "H", "H", "H", "H", "H", "H", "H", "C", "C", "C", "C", "C", "H", "H", "H", "H", "H", "H", "H", "H", "H", "H", "N", "C", "C", "N", "H", "H", "H", "H", "H", "H", "H", "H", "H", "Te", "H"], "xyz": [[0.17006, -0.60969, 0.01047], [0.02007, 2.92213, 4.85594], [-0.38183, 4.14902, 5.96840], [-1.38611, 4.95847, 5.49739], [-1.82668, 4.55770, 4.20146], [-1.15238, 3.45006, 3.70500], [-1.32850, 2.75162, 2.41154], [-0.58443, 1.64285, 2.02590], [-0.72093, 0.97996, 0.84860], [-1.64111, 1.39952, -0.04520], [-2.45060, 2.51794, 0.24759], [-3.40746, 2.96081, -0.67237], [-3.56658, 2.29983, -1.88325], [-2.77034, 1.18951, -2.18570], [-2.92150, 0.51047, -3.40941], [-2.13536, -0.60131, -3.73041], [-1.21287, -0.96865, -2.75789], [-1.03833, -0.33898, -1.56746], [-1.80157, 0.73274, -1.26661], [-2.29841, -1.31229, -5.01874], [-3.17501, -1.04502, -6.06204], [-3.04854, -1.94975, -7.15743], [-2.07650, -2.89302, -6.93116], [-1.32914, -2.68430, -5.41385], [-2.27938, 3.17885, 1.47857], [0.13722, 4.21835, 6.91465], [-1.78727, 5.79761, 6.05248], [-2.61255, 5.07609, 3.66724], [0.18571, 1.21276, 2.66019], [-4.03481, 3.82220, -0.45311], [-4.31516, 2.65721, -2.58716], [-3.66964, 0.86838, -4.11157], [-0.54275, -1.81436, -2.88493], [-3.88990, -0.23242, -6.05727], [-3.64156, -1.90791, -8.06285], [-1.76765, -3.69720, -7.58501], [-2.90664, 4.03902, 1.69645], [3.24959, -3.33635, -1.50175], [2.59208, -2.12753, -0.81458], [3.01740, -2.06977, 0.66250], [3.01540, -0.83337, -1.52730], [1.07010, -2.26057, -0.90110], [4.35739, -3.25608, -1.45812], [2.94413, -3.39257, -2.56918], [2.94872, -4.28284, -1.00254], [4.12074, -1.96611, 0.74763], [2.71200, -2.99663, 1.19481], [2.54400, -1.20276, 1.17213], [4.11878, -0.70616, -1.48454], [2.54313, 0.05099, -1.04707], [2.70701, -0.85636, -2.59520], [0.71670, -3.19069, -0.40547], [2.47325, -1.90929, 4.05957], [3.24385, -0.90194, 3.28353], [2.28510, -0.06579, 2.42242], [1.36220, -0.84476, 1.61325], [3.08891, -2.49668, 4.63574], [1.95626, -2.52366, 3.41886], [1.78886, -1.45959, 4.68087], [3.95405, -1.46029, 2.66625], [3.78486, -0.28136, 4.00317], [2.87498, 0.58245, 1.76553], [1.69972, 0.59656, 3.07041], [0.56090, -1.29324, 2.11109], [1.81053, -1.52224, 0.95454], [-1.67364, -2.24004, 1.14269], [1.32144, 0.40844, -0.69659]], "spin_multiplicity": 1, "e_tot_ev": -66908.9570, "max_force_ev_per_a": 8.7, "orbital_gap_ev": 3.7}


No. 4
{"formula": "C27H33AsF2N4O7PS2Zn", "method": "ωB97M-V/def2-TZVPD", "species": ["Zn", "F", "C", "C", "C", "C", "C", "F", "C", "C", "C", "C", "C", "C", "N", "H", "H", "H", "H", "H", "H", "O", "As", "O", "O", "C", "C", "C", "C", "C", "C", "S", "O", "O", "O", "H", "H", "H", "H", "H", "C", "C", "S", "O", "C", "C", "H", "H", "H", "H", "H", "H", "H", "H", "H", "H", "C", "N", "C", "N", "C", "N", "C", "P", "C", "C", "H", "H", "H", "H", "H", "H", "H", "H", "H", "H", "H", "H"], "xyz": [[0.35827, -0.60185, 1.37834], [5.21810, -0.24729, 3.72490], [3.94148, 0.20754, 3.66542], [3.08073, -0.28752, 2.70897], [1.77443, 0.18538, 2.60754], [1.34528, 1.15860, 3.53219], [2.24096, 1.61053, 4.49608], [1.87687, 2.51981, 5.44369], [3.54524, 1.16651, 4.57485], [-0.04200, 1.65573, 3.38350], [-0.52093, 2.84019, 3.95065], [-1.82189, 3.23707, 3.68952], [-2.61526, 2.46955, 2.85250], [-2.06688, 1.31111, 2.32653], [-0.83363, 0.90961, 2.60182], [3.43149, -1.06300, 2.03678], [4.21297, 1.55328, 5.33024], [0.10860, 3.45142, 4.57607], [-2.20805, 4.14671, 4.13256], [-3.62838, 2.75490, 2.60580], [-2.61457, 0.68222, 1.63906], [1.33865, -4.28929, 0.19948], [0.58320, -4.03140, 1.80204], [-1.14304, -4.66106, 1.24374], [0.23600, -2.41306, 1.89409], [-2.18858, -3.90094, 1.59622], [-3.08374, -4.40239, 2.55396], [-4.19301, -3.68760, 2.95500], [-4.45213, -2.43525, 2.41063], [-3.58881, -1.93116, 1.45821], [-2.45535, -2.63205, 1.05919], [-1.65689, -1.86088, -0.34998], [-2.77795, -1.68147, -1.24910], [-0.59807, -2.65791, -0.94214], [-1.15165, -0.52697, 0.14151], [0.68597, -3.83800, -0.37736], [-2.86583, -5.37748, 2.97023], [-4.86583, -4.11563, 3.68829], [-5.32289, -1.86622, 2.70879], [-3.79307, -0.98992, 0.96452], [3.27128, -3.29285, -2.67395], [2.38803, -2.09875, -2.34395], [2.73426, -1.51474, -0.64360], [1.66754, -0.50777, -0.34486], [4.18510, -0.42923, -1.05229], [3.77178, 0.82842, -1.79087], [2.95372, -3.76802, -3.60165], [3.19570, -4.02672, -1.87251], [4.31443, -2.99067, -2.78139], [1.33761, -2.38054, -2.30458], [2.51218, -1.27442, -3.04469], [4.90359, -1.03602, -1.60398], [4.61341, -0.17858, -0.08134], [3.49683, 0.62431, -2.82519], [4.57993, 1.55932, -1.79053], [2.91152, 1.27267, -1.29064], [-1.65554, 2.12486, -4.59464], [-0.80629, 1.10329, -4.00566], [0.36170, 1.73454, -3.40788], [0.03109, 2.77753, -2.44574], [-0.83909, 3.74975, -3.08722], [-2.04875, 3.18066, -3.66940], [-2.92332, 2.64855, -2.61891], [-2.19870, 1.26684, -1.54183], [-1.53308, 0.30814, -3.01706], [-0.58910, 2.20282, -1.25091], [-2.55733, 1.65131, -4.99084], [-1.10995, 2.59016, -5.42380], [0.95694, 2.18484, -4.21157], [0.94972, 0.96820, -2.89745], [-0.27726, 4.23728, -3.89226], [-1.12759, 4.51213, -2.35820], [-3.83645, 2.27105, -3.09151], [-3.20686, 3.48297, -1.96719], [-2.37514, -0.18962, -3.50146], [-0.87593, -0.47156, -2.63241], [0.11360, 1.50335, -0.79209], [-0.77934, 3.01467, -0.54030]], "de_lowest_kj_mol": 36.1, "total_charge": -1, "spin_multiplicity": 1, "e_tot_ev": -194482.0222, "max_force_ev_per_a": 1.3, "orbital_gap_ev": 7.8}